Entry 1:
Computed, not measured: 11 unconnected molecules or ions with the total composition C3H25NO10, with wB97M-V/def2-TZVPD.

SMILES: C=CN=C.O.O.O.O.O.O.O.O.O.O
ΔE to the lowest compared entry with this formula, charge and spin in kcal/mol: 83.8
Kohn-Sham gap in eV: 8.96

ORCA input file:
```
! wB97M-V def2-TZVPD RIJCOSX def2/J DEFGRID3
* xyz 0 1
C -2.67 1.20 -0.25
C -3.11 1.34 0.99
C -1.08 2.63 -1.23
N -1.34 1.66 -0.46
H -3.25 0.80 -1.04
H -2.53 1.92 1.68
H -4.08 0.98 1.28
H -0.04 2.89 -1.42
H -1.81 3.18 -1.84
H -1.82 -1.90 1.04
H -2.84 -2.71 0.23
O -1.88 -2.68 0.44
H -1.67 0.16 2.69
H -0.84 -0.02 1.46
O -1.22 -0.53 2.17
H 3.02 -2.37 -0.95
H 3.75 -2.27 0.38
O 3.75 -1.88 -0.50
H 2.89 1.29 -1.47
H 3.48 -0.10 -0.95
O 2.74 0.53 -0.93
H -0.33 2.43 1.72
H 0.51 1.66 2.50
O -0.37 2.10 2.63
H 0.68 0.55 -2.26
H 0.10 0.98 -3.52
O 0.70 1.28 -2.88
H 2.52 1.56 1.42
H 1.99 0.42 1.98
O 2.14 1.31 2.30
H 1.76 -3.83 1.37
H 2.43 -2.72 2.09
O 2.62 -3.39 1.43
H 0.35 -1.61 -0.85
H 1.55 -0.71 -1.25
O 0.75 -1.17 -1.66
H -2.24 -1.75 -1.75
H -2.01 -0.32 -2.52
O -2.60 -0.90 -2.04
*
```



Entry 2:
Computed, not measured: 2 unconnected molecules or ions with the total composition C9H19BrSi, with wB97M-V/def2-TZVPD.

SMILES: C/C=C(\C)[Si](C)(C)C.C=CBr
ΔE to the lowest compared entry with this formula, charge and spin in kcal/mol: 24.2
Kohn-Sham gap in eV: 9.28

ORCA input file:
```
! wB97M-V def2-TZVPD RIJCOSX def2/J DEFGRID3
* xyz 0 1
C -2.24 0.51 3.05
C -2.57 -0.42 2.19
C -0.88 -2.33 -2.35
C 1.26 -1.75 -0.56
C 1.39 0.82 1.62
C 2.46 1.49 -1.09
C -0.56 2.18 -0.18
C -0.60 -0.95 -1.95
C 0.32 -0.71 -0.94
Si 0.87 0.98 -0.15
Br -3.77 -0.30 0.68
H -2.41 1.60 3.16
H -1.50 0.18 3.78
H -2.11 -1.34 2.36
H -0.71 -2.68 -3.41
H -1.90 -2.48 -2.27
H -0.37 -3.02 -1.64
H 1.41 -2.60 -1.29
H 0.93 -2.32 0.33
H 2.27 -1.32 -0.27
H 1.14 1.88 1.95
H 0.77 0.17 2.17
H 2.40 0.63 1.91
H 3.20 0.67 -1.23
H 2.33 1.91 -2.07
H 2.81 2.23 -0.41
H -1.58 1.75 0.14
H -0.49 3.17 0.05
H -0.60 2.28 -1.26
H -1.27 -0.20 -2.32
*
```



Entry 3:
Computed, not measured: a molecular structure, C28H15BaCl5N6O3S2, with wB97M-V/def2-TZVPD.

ΔE to the lowest compared entry with this formula, charge and spin in kcal/mol: 54.4
Kohn-Sham gap in eV: 5.96

ORCA input file:
```
! wB97M-V def2-TZVPD RIJCOSX def2/J DEFGRID3
* xyz -2 1
Ba -0.37 0.04 -0.41
Cl 1.51 6.55 -2.86
C 1.48 5.12 -1.87
C 0.96 3.95 -2.39
C 0.91 2.79 -1.62
N 0.31 1.63 -2.07
C 0.23 1.35 -3.35
O 0.79 1.88 -4.32
C -0.66 0.17 -3.64
C -1.49 0.25 -4.76
C -2.29 -0.82 -5.09
C -2.24 -1.95 -4.28
C -1.40 -1.93 -3.19
N -0.63 -0.90 -2.87
C 1.40 2.82 -0.29
C 1.90 4.01 0.21
C 1.95 5.15 -0.57
Cl 2.54 6.63 0.13
N 1.25 1.72 0.54
C 2.20 1.42 1.40
O 3.37 1.82 1.45
C 1.72 0.51 2.51
C 1.20 1.12 3.65
C 0.78 0.33 4.70
C 0.88 -1.05 4.58
C 1.42 -1.56 3.41
N 1.86 -0.80 2.41
H 0.60 3.94 -3.40
H -1.47 1.16 -5.35
H -2.95 -0.79 -5.95
H -2.87 -2.81 -4.49
H -1.33 -2.79 -2.53
H 2.26 4.04 1.22
H 1.12 2.20 3.68
H 0.38 0.78 5.60
H 0.52 -1.71 5.37
H 1.52 -2.63 3.26
Cl -4.63 -3.24 5.05
C -3.45 -2.69 3.92
C -3.19 -1.33 3.81
C -2.27 -0.90 2.89
Cl -1.96 0.78 2.70
C -1.55 -1.77 2.03
O -0.72 -1.37 1.16
C -1.86 -3.14 2.22
Cl -1.01 -4.25 1.21
C -2.79 -3.61 3.12
H -3.70 -0.62 4.43
H -3.01 -4.67 3.19
S 4.05 -2.56 -0.62
C 3.95 -1.58 -2.04
C 2.75 -0.93 -2.07
N 1.93 -1.21 -1.03
C 2.46 -2.03 -0.20
H 4.77 -1.54 -2.73
H 2.43 -0.25 -2.83
H 1.98 -2.34 0.71
S -5.04 -1.50 -1.73
C -3.74 -0.73 -1.21
N -2.78 -0.17 -0.84
*
```